(1)
{
  "formula": "C5H7Cl",
  "method": "wB97M-V/def2-TZVPD",
  "elements": ["C", "C", "C", "C", "C", "Cl", "H", "H", "H", "H", "H", "H", "H"],
  "coordinates": [[0.830, 1.949, 0.612], [-1.521, -1.899, 0.458], [0.701, 0.933, -0.113], [-1.554, -0.555, 0.361], [1.346, -0.103, -0.999], [-2.869, 0.467, -0.076], [1.691, 2.444, 0.816], [0.119, 2.565, 1.028], [-2.397, -2.532, 0.539], [-0.714, -2.329, 0.856], [1.321, -0.997, -0.407], [2.316, 0.289, -1.073], [0.731, -0.230, -2.003]],
  "forces_ev_per_a": [[-0.378, 0.808, 0.391], [-3.001, 3.378, -0.291], [-1.747, -4.002, -2.069], [0.387, -0.753, -0.789], [-3.076, 1.175, -0.117], [0.280, -0.421, 0.210], [3.466, 1.058, 0.098], [-2.535, 0.548, 1.015], [-0.406, 0.223, -0.507], [3.507, -1.566, 1.064], [0.162, -0.763, -0.157], [1.741, 0.013, -0.950], [1.598, 0.302, 2.103]],
  "lowdin_charge": [-0.02, -0.11, -0.11, -0.58, -0.09, 0.55, 0.04, 0.04, 0.05, -0.01, 0.05, 0.05, 0.13],
  "largest_force_ev_per_a": 4.832,
  "charge": 0,
  "relative_energy_kcal_mol": 141.5,
  "multiplicity": 1,
  "orbital_gap_ev": [9.23, 7.44]
}

(2)
{
  "formula": "C30H57BN4P3Pd",
  "method": "wB97M-V/def2-TZVPD",
  "elements": ["Pd", "C", "P", "C", "C", "C", "P", "C", "C", "H", "H", "H", "H", "H", "H", "H", "H", "H", "H", "H", "H", "H", "H", "H", "H", "B", "N", "C", "C", "C", "N", "N", "C", "C", "C", "N", "H", "H", "H", "H", "H", "H", "H", "H", "C", "C", "C", "C", "C", "C", "P", "C", "C", "C", "C", "C", "C", "C", "C", "C", "C", "C", "C", "H", "H", "H", "H", "H", "H", "H", "H", "H", "H", "H", "H", "H", "H", "H", "H", "H", "H", "H", "H", "H", "H", "H", "H", "H", "H", "H", "H", "H", "H", "H", "H", "H"],
  "coordinates": [[1.055, -1.074, 0.130], [1.232, -2.460, 3.797], [1.665, -1.120, 2.618], [1.415, 0.330, 3.720], [3.510, -1.306, 2.691], [4.249, -0.657, 1.524], [3.622, -1.281, -0.095], [4.153, -3.033, -0.075], [4.874, -0.555, -1.219], [1.854, -2.348, 4.685], [1.424, -3.433, 3.344], [0.183, -2.402, 4.090], [1.828, 0.108, 4.704], [0.350, 0.537, 3.827], [1.904, 1.217, 3.315], [3.712, -2.379, 2.703], [3.862, -0.897, 3.641], [5.322, -0.854, 1.590], [4.110, 0.429, 1.537], [5.171, -3.126, 0.306], [4.118, -3.410, -1.097], [3.473, -3.635, 0.527], [5.869, -0.843, -0.878], [4.797, 0.534, -1.215], [4.721, -0.918, -2.234], [-0.905, -3.028, -2.526], [0.224, -2.038, -2.927], [0.447, -1.698, -4.206], [1.440, -0.736, -4.245], [1.774, -0.541, -2.908], [1.036, -1.344, -2.131], [-0.775, -3.517, -1.053], [-1.363, -4.648, -0.637], [-1.223, -4.752, 0.736], [-0.513, -3.611, 1.089], [-0.257, -2.877, -0.001], [-1.969, -2.463, -2.648], [-0.821, -3.992, -3.233], [-0.108, -2.160, -5.006], [1.853, -0.248, -5.111], [2.507, 0.125, -2.484], [-1.840, -5.310, -1.340], [-1.581, -5.537, 1.379], [-0.208, -3.275, 2.064], [-3.393, 1.752, -3.562], [-3.581, 0.340, -3.012], [-2.994, 0.216, -1.594], [-1.797, 1.167, -1.405], [-1.038, 1.280, -2.731], [-1.896, 2.076, -3.726], [-0.719, 0.657, 0.005], [-1.812, 0.471, 1.487], [-2.658, -0.807, 1.491], [-3.059, -1.132, 2.938], [-3.330, 0.151, 3.747], [-3.807, 1.269, 2.823], [-2.689, 1.682, 1.848], [0.306, 2.152, 0.475], [-0.369, 3.541, 0.381], [0.225, 4.394, -0.740], [1.720, 4.650, -0.512], [2.442, 3.408, 0.049], [1.655, 2.141, -0.270], [-3.864, 2.466, -2.880], [-3.904, 1.853, -4.519], [-3.096, -0.374, -3.681], [-4.640, 0.081, -2.985], [-2.681, -0.818, -1.424], [-3.766, 0.453, -0.858], [-2.159, 2.163, -1.136], [-0.844, 0.275, -3.114], [-0.067, 1.762, -2.613], [-1.570, 1.843, -4.741], [-1.737, 3.146, -3.574], [-1.059, 0.342, 2.273], [-2.105, -1.634, 1.054], [-3.553, -0.666, 0.885], [-2.263, -1.710, 3.420], [-3.948, -1.764, 2.932], [-2.421, 0.483, 4.259], [-4.071, -0.041, 4.524], [-4.118, 2.139, 3.404], [-4.688, 0.929, 2.274], [-2.071, 2.454, 2.312], [-3.139, 2.122, 0.955], [0.533, 1.953, 1.527], [-0.225, 4.068, 1.328], [-1.445, 3.456, 0.241], [-0.305, 5.345, -0.790], [0.066, 3.894, -1.699], [1.840, 5.482, 0.184], [2.178, 4.956, -1.454], [2.547, 3.493, 1.136], [3.450, 3.343, -0.365], [2.221, 1.253, 0.035], [1.509, 2.072, -1.350]],
  "forces_ev_per_a": [[-0.641, -0.529, -0.784], [-0.080, 0.097, -0.233], [0.278, 0.048, 0.296], [-0.101, -0.044, -0.285], [-0.101, 0.038, -0.216], [-0.135, -0.080, -0.081], [0.508, -0.035, 0.365], [-0.156, 0.121, -0.025], [-0.287, 0.011, -0.012], [0.000, -0.012, 0.034], [0.011, 0.001, 0.071], [0.001, -0.008, -0.008], [0.048, 0.017, 0.007], [0.023, 0.038, 0.027], [-0.003, -0.002, -0.014], [0.005, -0.006, 0.032], [-0.039, -0.057, 0.055], [0.011, 0.039, 0.045], [0.039, -0.001, -0.032], [0.010, -0.010, -0.003], [-0.030, -0.033, 0.013], [0.024, -0.024, -0.004], [0.023, 0.001, -0.014], [-0.002, -0.002, -0.028], [0.009, 0.021, 0.000], [-0.194, 0.183, 0.128], [0.027, -0.084, -0.338], [0.135, 0.049, -0.014], [0.015, 0.068, 0.026], [-0.005, -0.229, -0.279], [0.297, 0.554, 0.395], [0.018, -0.265, -0.133], [0.079, -0.058, 0.137], [0.002, 0.025, 0.017], [-0.179, -0.160, -0.156], [0.340, 0.556, 0.691], [-0.011, 0.019, -0.021], [-0.063, -0.058, -0.052], [-0.011, -0.061, 0.052], [0.000, -0.027, 0.005], [-0.031, -0.006, 0.067], [0.026, 0.052, -0.049], [0.009, -0.001, -0.018], [-0.032, -0.007, -0.129], [0.050, -0.081, -0.036], [0.016, 0.102, 0.038], [-0.032, -0.017, -0.052], [0.356, -0.336, -0.013], [-0.051, 0.093, -0.040], [-0.071, -0.073, 0.072], [-0.082, 0.411, 0.713], [0.058, -0.098, -0.280], [0.019, -0.012, 0.153], [0.035, 0.088, 0.000], [-0.084, 0.015, -0.086], [0.077, 0.025, 0.118], [-0.085, -0.030, 0.068], [0.001, -0.243, -0.256], [-0.027, 0.090, -0.112], [0.034, -0.055, 0.092], [-0.025, -0.028, 0.005], [-0.097, 0.031, -0.067], [0.043, 0.122, 0.165], [-0.007, 0.015, -0.012], [-0.026, 0.051, 0.020], [0.003, -0.048, 0.022], [0.012, -0.060, -0.029], [-0.056, 0.045, 0.019], [0.021, 0.014, -0.021], [-0.002, 0.001, 0.053], [-0.024, 0.085, 0.064], [-0.007, -0.018, -0.018], [0.015, 0.016, -0.010], [0.035, 0.002, -0.037], [-0.007, 0.005, 0.023], [-0.045, -0.105, -0.057], [0.050, 0.018, 0.016], [-0.023, -0.031, -0.014], [0.020, -0.029, 0.006], [-0.004, -0.018, 0.025], [0.042, -0.008, 0.031], [-0.036, -0.003, -0.030], [0.005, 0.007, -0.025], [-0.009, 0.023, -0.040], [0.032, 0.001, -0.016], [-0.034, -0.050, 0.022], [-0.027, -0.024, 0.021], [0.020, 0.031, 0.072], [-0.027, -0.016, -0.061], [-0.012, 0.021, -0.018], [0.021, 0.027, -0.035], [0.019, 0.023, 0.017], [0.027, -0.018, -0.004], [0.015, -0.002, 0.060], [0.033, -0.011, -0.060], [0.003, -0.085, -0.002]],
  "lowdin_charge": [0.53, -0.26, 0.84, -0.25, -0.41, -0.42, 0.80, -0.25, -0.25, 0.06, 0.04, 0.04, 0.05, 0.03, 0.04, 0.08, 0.09, 0.09, 0.08, 0.06, 0.05, 0.04, 0.05, 0.04, 0.04, -0.40, -0.08, -0.09, -0.05, -0.20, -0.06, -0.07, -0.07, -0.04, -0.18, -0.06, 0.07, 0.08, 0.13, 0.10, 0.07, 0.13, 0.10, 0.05, -0.19, -0.18, -0.19, -0.40, -0.20, -0.17, 1.10, -0.43, -0.21, -0.17, -0.19, -0.18, -0.18, -0.40, -0.18, -0.19, -0.18, -0.18, -0.25, 0.11, 0.11, 0.11, 0.12, 0.08, 0.10, 0.10, 0.09, 0.08, 0.11, 0.11, 0.06, 0.07, 0.10, 0.09, 0.12, 0.10, 0.11, 0.11, 0.12, 0.11, 0.10, 0.08, 0.12, 0.08, 0.12, 0.10, 0.11, 0.11, 0.11, 0.11, 0.04, 0.09],
  "largest_force_ev_per_a": 1.143,
  "charge": 1,
  "relative_energy_kcal_mol": 4.9,
  "multiplicity": 3,
  "orbital_gap_ev": [8.53, 6.43]
}

(3)
{
  "formula": "C40H36Cl5N2O3P2PbTe",
  "method": "wB97M-V/def2-TZVPD",
  "elements": ["Pb", "C", "P", "C", "C", "C", "C", "C", "C", "C", "C", "C", "C", "C", "C", "C", "C", "C", "C", "C", "P", "C", "C", "C", "C", "C", "C", "C", "C", "C", "C", "C", "C", "N", "H", "H", "H", "H", "H", "H", "H", "H", "H", "H", "H", "H", "H", "H", "H", "H", "H", "H", "H", "H", "H", "H", "H", "H", "H", "H", "N", "C", "C", "O", "O", "H", "H", "H", "H", "Cl", "C", "C", "Cl", "C", "Cl", "C", "O", "C", "Cl", "C", "Cl", "C", "Te", "C", "H", "H", "H", "H", "H", "H"],
  "coordinates": [[0.330, -0.349, 0.000], [3.791, -1.167, 0.253], [2.362, -2.229, -0.208], [2.819, -3.046, -1.762], [1.840, -3.117, -2.753], [2.112, -3.749, -3.957], [3.364, -4.305, -4.172], [4.346, -4.224, -3.193], [4.077, -3.599, -1.987], [2.362, -3.550, 1.043], [2.091, -4.869, 0.678], [1.970, -5.848, 1.654], [2.107, -5.518, 2.994], [2.364, -4.205, 3.363], [2.485, -3.218, 2.395], [3.349, -0.201, 1.319], [4.114, 0.431, 2.269], [3.234, 1.218, 3.048], [1.972, 1.028, 2.537], [0.669, 1.489, 3.120], [-0.602, 1.788, 1.820], [-0.446, 3.577, 1.427], [-0.119, 4.527, 2.391], [-0.050, 5.871, 2.059], [-0.314, 6.288, 0.762], [-0.621, 5.352, -0.212], [-0.671, 4.006, 0.119], [-2.184, 1.748, 2.746], [-2.409, 0.844, 3.784], [-3.638, 0.794, 4.424], [-4.667, 1.637, 4.032], [-4.466, 2.519, 2.982], [-3.239, 2.568, 2.337], [2.024, 0.162, 1.467], [4.116, -0.646, -0.654], [4.618, -1.780, 0.613], [0.864, -2.676, -2.577], [1.350, -3.810, -4.722], [3.577, -4.803, -5.109], [5.323, -4.655, -3.370], [4.839, -3.541, -1.218], [1.989, -5.131, -0.368], [1.771, -6.872, 1.368], [2.006, -6.282, 3.754], [2.472, -3.946, 4.409], [2.686, -2.193, 2.686], [5.181, 0.339, 2.399], [3.498, 1.846, 3.885], [0.825, 2.375, 3.734], [0.274, 0.706, 3.771], [0.076, 4.224, 3.410], [0.206, 6.596, 2.820], [-0.265, 7.339, 0.509], [-0.810, 5.670, -1.230], [-0.857, 3.279, -0.663], [-1.626, 0.174, 4.113], [-3.784, 0.096, 5.238], [-5.620, 1.610, 4.543], [-5.266, 3.186, 2.683], [-3.071, 3.298, 1.555], [-0.677, -2.213, 1.367], [-1.418, -3.037, 0.386], [-2.333, -2.243, -0.577], [-2.831, -2.831, -1.520], [-2.472, -0.985, -0.301], [-0.045, -2.805, 1.900], [-1.326, -1.767, 2.009], [-2.037, -3.802, 0.859], [-0.687, -3.557, -0.236], [1.321, 3.782, -6.739], [0.573, 2.907, -5.473], [1.340, 2.340, -4.455], [3.041, 2.531, -4.486], [0.746, 1.626, -3.411], [1.820, 0.904, -2.254], [-0.658, 1.454, -3.366], [-1.284, 0.751, -2.413], [-1.387, 2.038, -4.411], [-3.074, 1.830, -4.303], [-0.808, 2.753, -5.446], [-1.788, 3.417, -6.681], [-4.667, 2.573, -1.856], [-3.148, 1.052, -1.434], [-4.364, -0.365, -2.403], [-5.198, 2.464, -2.797], [-4.283, 3.587, -1.755], [-5.371, 2.389, -1.036], [-5.046, -0.694, -1.615], [-3.751, -1.218, -2.687], [-4.920, 0.066, -3.229]],
  "forces_ev_per_a": [[-0.688, -0.112, -0.022], [-0.246, 0.154, 0.032], [0.926, -0.643, -0.071], [-0.230, 0.151, 0.089], [0.086, -0.007, 0.041], [-0.009, -0.035, -0.035], [-0.034, 0.021, -0.045], [0.084, -0.028, 0.056], [-0.049, 0.018, -0.023], [-0.162, 0.071, -0.043], [0.035, 0.040, 0.014], [-0.011, -0.053, 0.030], [-0.047, 0.006, 0.030], [0.000, -0.002, 0.005], [0.050, -0.008, -0.018], [0.043, 0.055, -0.005], [0.034, -0.080, -0.012], [-0.082, 0.098, -0.053], [0.039, 0.012, 0.012], [0.048, -0.147, -0.203], [-0.189, 0.705, 0.614], [0.154, -0.214, -0.157], [-0.094, 0.004, 0.008], [-0.003, 0.003, 0.083], [0.011, -0.004, -0.027], [-0.018, 0.054, -0.035], [0.062, -0.078, 0.039], [-0.033, -0.045, -0.129], [-0.022, 0.003, -0.084], [-0.008, -0.038, 0.014], [-0.013, -0.065, 0.009], [-0.015, 0.020, -0.038], [0.111, 0.093, 0.133], [0.131, -0.090, 0.191], [0.016, -0.090, -0.032], [0.039, 0.027, -0.050], [-0.018, -0.024, -0.032], [0.002, 0.000, 0.001], [0.010, 0.004, -0.001], [-0.003, 0.001, -0.004], [0.024, -0.037, -0.015], [0.000, -0.027, 0.003], [0.001, 0.007, -0.022], [0.021, -0.015, -0.012], [0.013, 0.005, -0.004], [0.001, -0.001, 0.028], [0.008, -0.024, -0.040], [-0.037, -0.016, 0.028], [-0.036, -0.039, 0.055], [-0.044, 0.054, 0.053], [-0.030, 0.036, 0.029], [-0.003, 0.005, -0.002], [0.000, 0.006, 0.004], [0.028, -0.022, 0.008], [-0.073, -0.150, -0.056], [0.022, -0.007, 0.037], [-0.026, 0.013, 0.011], [0.000, -0.017, 0.010], [0.040, 0.006, -0.036], [-0.050, 0.019, -0.055], [-0.393, 0.030, -0.126], [-0.056, 0.045, -0.211], [0.192, 0.256, 0.155], [0.061, -0.211, 0.019], [0.112, -0.111, 0.332], [0.040, 0.082, 0.039], [-0.041, -0.082, 0.023], [0.032, 0.010, 0.031], [-0.011, -0.051, 0.019], [-0.018, 0.007, -0.024], [0.036, 0.019, 0.040], [-0.083, -0.010, 0.052], [0.052, 0.019, -0.057], [-0.268, -0.136, -0.044], [-0.112, 0.287, -0.358], [0.208, 0.345, -0.367], [-0.403, 0.249, 0.194], [0.418, -0.159, 0.308], [-0.325, 0.127, -0.738], [0.019, 0.022, -0.043], [-0.029, 0.023, 0.006], [0.227, -0.009, 0.040], [0.030, -0.261, 0.068], [0.058, -0.034, 0.035], [0.099, -0.093, -0.023], [0.087, -0.062, 0.017], [0.073, -0.029, 0.119], [0.075, -0.018, 0.046], [0.072, 0.014, 0.108], [0.080, 0.159, 0.032]],
  "lowdin_charge": [1.09, -0.27, 0.95, -0.39, -0.11, -0.07, -0.07, -0.07, -0.08, -0.36, -0.09, -0.07, -0.07, -0.07, -0.10, -0.43, -0.06, -0.05, -0.40, -0.27, 0.99, -0.36, -0.07, -0.06, -0.07, -0.08, -0.11, -0.36, -0.10, -0.07, -0.08, -0.08, -0.11, -0.15, 0.09, 0.10, 0.09, 0.11, 0.11, 0.11, 0.11, 0.11, 0.11, 0.11, 0.11, 0.10, 0.10, 0.10, 0.08, 0.07, 0.10, 0.11, 0.11, 0.11, 0.07, 0.09, 0.11, 0.11, 0.11, 0.09, -0.06, -0.16, -0.67, 0.04, -0.37, 0.07, 0.08, 0.13, 0.11, 0.73, -0.71, -0.69, 0.73, -0.55, 0.69, -0.42, -0.45, -0.58, 0.81, -0.70, 0.74, -0.37, 1.81, -0.29, -0.01, 0.02, 0.02, 0.05, 0.02, 0.01],
  "largest_force_ev_per_a": 1.129,
  "charge": 1,
  "relative_energy_kcal_mol": 65.5,
  "multiplicity": 1,
  "orbital_gap_ev": 5.23
}